Below is C18H26BF4N3NbO3S4 as an isolated structure at a distorted geometry, with properties calculated with wB97M-V/def2-TZVPD.

Geometry as ORCA input:
```
! wB97M-V def2-TZVPD RIJCOSX def2/J DEFGRID3
* xyz 2 2
Nb 7.2686 9.2741 12.4403
C 9.2956 6.2249 11.7073
C 7.8749 5.7512 11.8996
S 6.8467 7.0437 11.0806
C 5.1672 6.4218 11.4270
C 4.7285 6.5858 12.8474
S 5.3458 8.2759 13.4923
C 5.5533 7.9237 15.3175
C 6.4996 8.9194 15.9039
S 8.0280 9.1770 14.9606
C 8.9051 7.5372 15.1509
C 10.0454 7.3456 14.2242
S 9.6019 7.9174 12.5302
H 9.4195 6.4714 10.6393
H 10.0928 5.5328 11.9346
H 7.5864 5.6027 12.9657
H 7.7395 4.8554 11.2356
H 5.0009 5.4301 11.0244
H 4.6309 7.0727 10.7164
H 5.1619 5.7816 13.4345
H 3.6568 6.6503 12.9921
H 5.9585 6.9051 15.5208
H 4.5678 8.0037 15.8705
H 6.8560 8.6973 16.8906
H 5.9908 9.9108 15.9004
H 8.1190 6.7307 14.9827
H 9.2165 7.5528 16.2109
H 10.4745 6.3667 14.2766
H 10.8565 8.0735 14.4577
O 6.7143 10.9703 13.1988
N 6.7641 12.3545 12.9318
C 5.7244 12.9516 12.3776
C 5.6971 14.3411 12.4253
C 6.8010 14.9560 12.9616
C 7.9823 14.2745 13.3784
C 7.9225 12.9134 13.3943
H 4.9254 12.2658 12.0788
H 4.8792 14.9358 11.9846
H 6.7646 16.0424 13.0023
H 8.9073 14.8485 13.5688
H 8.6932 12.1321 13.6508
C 5.2595 10.8899 7.1070
N 6.3065 10.7909 8.1973
C 7.3824 11.6176 8.1190
C 8.2686 11.6669 9.1296
C 7.9905 10.9271 10.2996
O 8.7647 10.7763 11.3040
N 6.8438 10.1368 10.3825
C 5.9594 10.0216 9.3822
O 4.9963 9.2328 9.3299
H 5.7171 11.0639 6.1087
H 4.4390 11.6085 7.3354
H 4.7737 9.9546 7.0819
H 7.4306 12.2926 7.2637
H 9.2732 12.0874 9.0107
F 4.3825 14.6146 9.9698
B 4.8524 13.5927 9.1392
F 4.0097 12.4224 9.2326
F 5.1036 13.9643 7.8189
F 6.2389 13.2171 9.6858
*
```

Computed properties:
* HOMO-LUMO gap (spin up / spin down): 0.1812 / 0.1844 Eh
* <S²>: 0.755
* relative energy (zero: lowest compared OMol25 entry of this formula, charge and spin): 54.1 kcal per mole
* highest occupied orbital energy (spin up / spin down): -13.5 / -13.5 eV

=====

Below is C7H10F5HfN2 as an isolated structure at a distorted geometry, with properties calculated with wB97M-V/def2-TZVPD.

Geometry as ORCA input:
```
! wB97M-V def2-TZVPD RIJCOSX def2/J DEFGRID3
* xyz 1 1
C -2.1981 0.9628 -1.4381
Hf -0.6392 0.7135 0.2793
N 1.4668 0.2345 1.1983
N 0.3082 -0.9107 -1.0658
H 1.5180 -0.6585 1.7110
H -1.6011 1.8599 -1.0080
H -3.2387 1.1560 -1.1597
H -1.9245 -0.0733 -1.0525
H -2.0475 0.9526 -2.5243
H 0.3974 -1.7912 -0.5425
H 1.2508 -0.6832 -1.3956
H -0.2180 -1.1772 -1.9067
H 2.2293 0.2331 0.5042
H 1.7160 0.9647 1.8707
F -1.2592 -3.3865 0.9213
C -1.7994 -2.2931 1.5359
C -1.5339 -1.0101 1.1231
C -2.0218 0.1477 1.8099
F -0.2392 2.3701 1.1271
C -2.8270 -0.0507 2.9256
F -3.2897 0.9519 3.7177
C -3.1166 -1.3574 3.3337
F -3.8181 -1.5801 4.4633
C -2.6039 -2.4657 2.6517
F -2.9080 -3.7127 3.0536
*
```

Computed properties:
* HOMO-LUMO gap: 0.3006 Eh
* highest occupied orbital energy: -12.3 eV

=====

Below is C30H28CrNO7PS2Te as an isolated structure, with properties calculated with wB97M-V/def2-TZVPD.

Geometry as ORCA input:
```
! wB97M-V def2-TZVPD RIJCOSX def2/J DEFGRID3
* xyz -2 5
Cr 0.4832 -0.5674 -0.0207
C 1.9144 0.7582 3.8865
C 2.6800 0.0804 2.7591
C 4.1339 -0.1829 3.1347
C 2.6116 0.8585 1.4393
C 3.1738 2.2851 1.4946
O 2.1230 3.1292 1.0411
C 1.0665 2.3342 0.6509
N 1.2465 1.0517 0.9462
C 0.0095 3.0044 0.0034
C 0.1446 4.4117 -0.2255
C -0.8317 5.1511 -0.8274
C -2.0387 4.5509 -1.2496
C -2.1941 3.1913 -1.0530
C -1.2118 2.3952 -0.4678
P -1.5599 0.6737 -0.0931
C -2.6872 0.9160 1.3228
C -4.0685 0.9943 1.1937
C -4.8601 1.3032 2.2944
C -4.2757 1.5570 3.5249
C -2.8919 1.4988 3.6527
C -2.1048 1.1747 2.5633
C -2.5955 -0.0382 -1.4047
C -2.5974 0.4535 -2.7056
C -3.3074 -0.2089 -3.6980
C -4.0095 -1.3661 -3.4011
C -3.9838 -1.8783 -2.1092
C -3.2719 -1.2262 -1.1165
H 1.9297 0.1309 4.7809
H 0.8719 0.8857 3.5994
H 2.3362 1.7337 4.1510
H 2.1880 -0.8781 2.5668
H 4.6766 0.7501 3.3280
H 4.6524 -0.7156 2.3338
H 4.1968 -0.7916 4.0395
H 3.1713 0.2758 0.6986
H 4.0362 2.4176 0.8374
H 3.4506 2.5949 2.5052
H 1.0624 4.8913 0.0832
H -0.6685 6.2119 -0.9863
H -2.8227 5.1337 -1.7166
H -3.1232 2.7220 -1.3599
H -4.5355 0.8059 0.2348
H -5.9378 1.3449 2.1830
H -4.8925 1.7975 4.3834
H -2.4246 1.6888 4.6117
H -1.0303 1.0970 2.6636
H -2.0127 1.3278 -2.9565
H -3.2802 0.1717 -4.7116
H -4.5535 -1.8868 -4.1812
H -4.4962 -2.8044 -1.8779
H -3.1988 -1.6502 -0.1200
O 0.0930 -0.0229 -3.8477
S 1.3344 0.3985 -3.2362
O 1.9643 1.5476 -3.8584
O 1.2786 0.5408 -1.7740
C 2.4829 -0.9571 -3.5741
C 3.2850 -0.7661 -4.6942
C 4.1634 -1.7414 -5.1344
C 4.2512 -2.9426 -4.4468
C 3.4604 -3.1441 -3.3292
C 2.5778 -2.1648 -2.8792
S 1.6811 -2.5961 -1.3750
O 0.2946 -2.1198 -1.5135
O 1.8500 -4.0166 -1.2499
O 2.2957 -1.7821 -0.3027
H 3.2062 0.1820 -5.2078
H 4.7743 -1.5569 -6.0101
H 4.9280 -3.7230 -4.7733
H 3.5096 -4.0745 -2.7823
Te -0.5904 -1.9663 1.8783
*
```

Computed properties:
* HOMO-LUMO gap (spin up / spin down): 0.1609 / 0.1898 Eh
* <S²>: 6.254
* relative energy (zero: lowest compared OMol25 entry of this formula, charge and spin): 0.0 kcal per mole
* highest occupied orbital energy (spin up / spin down): 0.1 / -0.7 eV

=====

Below is an isolated ion of composition C5H11N and charge -1 at a distorted geometry, with properties calculated with wB97M-V/def2-TZVPD.

Geometry as ORCA input:
```
! wB97M-V def2-TZVPD RIJCOSX def2/J DEFGRID3
* xyz -1 2
C 2.5717 -0.7056 -0.2448
N 1.8825 0.2764 0.6174
C 0.4873 0.4545 0.3085
C -0.4329 -0.6664 0.6882
C -1.8566 -0.2249 0.2167
C -2.0359 0.9354 -0.7334
H 2.3813 -0.5533 -1.3130
H 3.6638 -0.5294 -0.0052
H 2.2139 -1.7322 0.0326
H 0.3641 0.7127 -0.7404
H 0.3223 1.4702 0.8722
H -0.1922 -1.6046 0.0897
H -0.3533 -0.7370 1.8896
H -1.5566 0.9679 0.6659
H -2.6962 -0.8630 0.1887
H -2.4945 1.8611 -0.7918
H -2.2686 0.9378 -1.7408
*
```

Computed properties:
* HOMO-LUMO gap (spin up / spin down): 0.2212 / 0.1835 Eh
* <S²>: 0.764
* relative energy (zero: lowest compared OMol25 entry of this formula, charge and spin): 149.7 kcal per mole
* highest occupied orbital energy (spin up / spin down): -1.8 / -1.1 eV

=====

Below is a 13-piece molecular cluster, C54H129N11O2S2 overall at a distorted geometry, with properties calculated with wB97M-V/def2-TZVPD.

Geometry as ORCA input:
```
! wB97M-V def2-TZVPD RIJCOSX def2/J DEFGRID3
* xyz 1 2
C -6.6099 -10.8259 -27.9373
C -7.4885 -9.6003 -28.2360
N -8.1240 -9.6120 -29.5183
C -8.3536 -8.2863 -30.0622
C -7.0998 -7.8089 -30.7680
C -9.3161 -10.4775 -29.5576
C -9.6462 -11.0864 -30.8979
H -5.6080 -10.8497 -28.3661
H -7.1165 -11.7391 -28.2495
H -6.3797 -10.9564 -26.8798
H -8.2709 -9.7133 -27.4856
H -6.9305 -8.6741 -28.0979
H -9.2261 -8.2668 -30.7152
H -8.5653 -7.5448 -29.2918
H -6.8632 -8.6826 -31.3753
H -7.2938 -6.8290 -31.2042
H -6.2264 -7.6633 -30.1324
H -10.1006 -9.8603 -29.1197
H -9.2124 -11.2481 -28.7938
H -10.5380 -11.7125 -30.9291
H -8.8965 -11.8704 -31.0038
H -9.5026 -10.2786 -31.6155
C -3.5456 -14.8791 -22.7937
C -4.4182 -14.6944 -21.5565
N -3.6309 -15.0325 -20.3648
C -4.5205 -15.4094 -19.2408
C -5.1110 -16.7477 -19.5167
C -2.5436 -14.0662 -20.0134
C -1.4499 -14.7422 -19.1127
H -4.1387 -15.0619 -23.6898
H -2.9414 -15.7862 -22.8062
H -3.0120 -13.9425 -22.9557
H -4.8176 -13.7010 -21.3524
H -5.2425 -15.3674 -21.7926
H -3.9929 -15.4939 -18.2908
H -5.2017 -14.5717 -19.0913
H -5.7358 -16.9378 -18.6439
H -5.7409 -16.7386 -20.4063
H -4.3205 -17.4832 -19.6656
H -2.9012 -13.1161 -19.6164
H -1.9948 -13.7813 -20.9111
H -1.0768 -15.7006 -19.4736
H -1.8732 -14.9469 -18.1293
H -0.5992 -14.0778 -18.9607
C -1.5977 -8.5013 -17.4402
C -1.0409 -9.6661 -18.2510
N -0.0058 -9.0811 -19.1123
C 1.3400 -9.5731 -18.7428
C 1.8232 -9.3470 -17.2721
C -0.1333 -9.2273 -20.5846
C -1.1948 -8.2614 -21.1757
H -1.9503 -7.6445 -18.0144
H -0.6965 -8.1051 -16.9723
H -2.2182 -8.8204 -16.6028
H -0.8405 -10.5011 -17.5796
H -1.8045 -10.0009 -18.9531
H 1.3655 -10.6476 -18.9240
H 2.0514 -9.1273 -19.4380
H 2.6506 -9.9715 -16.9352
H 2.2704 -8.3530 -17.2613
H 1.0615 -9.4794 -16.5037
H -0.2532 -10.2004 -21.0608
H 0.7722 -8.9048 -21.0986
H -1.3097 -8.2830 -22.2594
H -0.7712 -7.2670 -21.0344
H -2.1929 -8.2363 -20.7383
C 0.2559 -10.2218 -29.9360
C -1.0111 -9.8736 -30.5770
N -1.2641 -8.4933 -30.9887
C -1.4179 -7.5482 -29.8657
C -2.7124 -7.8006 -29.1208
C -0.5172 -7.8326 -32.0830
C -1.3455 -8.0890 -33.2959
H 1.0009 -9.4826 -30.2304
H 0.7669 -11.1494 -30.1936
H 0.2177 -10.3637 -28.8560
H -1.0708 -10.3354 -31.5625
H -1.8454 -10.3015 -30.0212
H -0.6401 -7.6202 -29.1054
H -1.3660 -6.5339 -30.2615
H -2.7660 -7.3036 -28.1522
H -3.4996 -7.5368 -29.8272
H -2.9580 -8.8334 -28.8735
H 0.4074 -8.3924 -32.2233
H -0.3211 -6.7606 -32.0583
H -0.9817 -7.5385 -34.1635
H -2.3307 -7.6361 -33.1850
H -1.3924 -9.1680 -33.4435
C -14.0823 -10.3776 -22.2040
C -13.7888 -9.8873 -23.6049
N -12.4492 -10.2404 -24.1267
C -12.3349 -11.6776 -24.5206
C -13.3850 -12.1228 -25.5659
C -11.3078 -9.6093 -23.4738
C -9.9766 -9.6000 -24.1769
H -15.1241 -10.1521 -21.9760
H -13.3219 -10.0548 -21.4929
H -13.9622 -11.4590 -22.1388
H -14.5629 -10.2992 -24.2524
H -13.9999 -8.8216 -23.6925
H -11.3461 -11.9358 -24.8998
H -12.3764 -12.2792 -23.6126
H -13.8209 -11.3586 -26.2094
H -12.9690 -12.9387 -26.1570
H -14.2528 -12.5418 -25.0565
H -11.1889 -10.3440 -22.6774
H -11.4387 -8.6483 -22.9763
H -9.8945 -9.3106 -25.2246
H -9.4875 -10.5606 -24.0155
H -9.3480 -8.8253 -23.7377
C -7.6066 -7.1289 -20.8613
C -7.2104 -8.4743 -20.2815
N -8.4239 -9.3439 -20.1274
C -8.3038 -10.8011 -20.1875
C -7.8924 -11.3832 -21.5187
C -9.3290 -8.8284 -19.1916
C -10.7303 -8.8771 -19.8118
H -6.7846 -6.4141 -20.8255
H -8.4014 -6.6498 -20.2895
H -7.9454 -7.1937 -21.8953
H -6.4426 -8.9369 -20.9016
H -6.6697 -8.2720 -19.3569
H -7.5849 -11.1419 -19.4425
H -9.1767 -11.1940 -19.6662
H -8.0368 -10.6074 -22.2706
H -6.8137 -11.5327 -21.4706
H -8.3234 -12.3546 -21.7609
H -9.1625 -7.8247 -18.8004
H -9.4426 -9.5356 -18.3701
H -11.2807 -7.9367 -19.8384
H -11.2760 -9.5829 -19.1855
H -10.5830 -9.1258 -20.8628
C -2.3808 -11.7438 -24.6212
C -2.9250 -10.7407 -23.6245
N -3.8208 -9.6820 -24.1651
C -3.4015 -8.8676 -25.3383
C -2.2272 -7.8838 -25.1034
C -5.2255 -9.9824 -24.0890
C -6.1348 -8.9798 -24.6185
H -3.0194 -12.4999 -25.0779
H -1.5631 -12.3672 -24.2594
H -1.8943 -11.3126 -25.4961
H -3.3132 -11.1938 -22.7123
H -2.1244 -10.2212 -23.0979
H -3.0872 -9.5437 -26.1333
H -4.1396 -8.1775 -25.7469
H -1.3137 -8.4542 -24.9352
H -2.2079 -7.1816 -25.9368
H -2.4504 -7.3224 -24.1961
H -5.5034 -10.1556 -23.0494
H -5.5724 -10.8717 -24.6153
H -7.0942 -9.2850 -24.2007
H -6.1308 -9.1096 -25.7007
H -5.8982 -8.0120 -24.1763
C -1.8524 -14.6940 -27.0281
C -0.4707 -14.8062 -27.5912
N 0.6125 -14.9093 -28.0570
H -2.5512 -14.3732 -27.8006
H -1.9234 -13.9318 -26.2522
H -2.2515 -15.6213 -26.6170
C -4.8517 -5.5397 -23.1577
C -4.0203 -5.0818 -22.0337
N -3.3606 -4.7870 -21.1314
H -5.3887 -4.7771 -23.7217
H -5.5408 -6.2398 -22.6853
H -4.2443 -6.1081 -23.8621
C -10.0750 -4.9063 -23.4954
C -8.7986 -5.3000 -23.9725
N -7.8212 -5.7341 -24.3430
H -10.4321 -3.9442 -23.8627
H -10.0632 -4.7802 -22.4128
H -10.7642 -5.6699 -23.8561
C -0.2323 -4.7410 -23.7837
C -1.4174 -4.7007 -24.6240
N -2.3821 -4.7605 -25.2986
H -0.4733 -4.1252 -22.9172
H 0.7164 -4.4531 -24.2368
H -0.0282 -5.7156 -23.3405
C 1.8277 -8.1518 -23.7710
S 2.7636 -9.7440 -24.0494
O 2.4565 -10.6561 -22.8873
C 1.7189 -10.2912 -25.5779
H 2.1221 -7.5456 -22.9142
H 0.7746 -8.4181 -23.6804
H 1.7707 -7.3694 -24.5277
H 0.6388 -10.1466 -25.5538
H 1.7751 -11.3003 -25.9861
H 2.0599 -9.5480 -26.2986
C -5.9406 -6.2003 -27.0932
S -5.1253 -4.5942 -27.3387
O -4.9822 -4.4591 -28.8481
C -6.4140 -3.3614 -26.9593
H -5.6261 -6.7105 -26.1827
H -5.5978 -6.8833 -27.8704
H -7.0220 -6.1217 -26.9818
H -7.2780 -3.2527 -27.6148
H -6.0590 -2.3316 -26.9994
H -6.6268 -3.4701 -25.8958
*
```

Computed properties:
* HOMO-LUMO gap (spin up / spin down): 0.2275 / 0.0683 Eh
* <S²>: 0.757
* highest occupied orbital energy (spin up / spin down): -9.4 / -9.4 eV

=====

Below is a 2-piece molecular cluster, CH2BrO3S overall at a distorted geometry, with properties calculated with wB97M-V/def2-TZVPD.

Geometry as ORCA input:
```
! wB97M-V def2-TZVPD RIJCOSX def2/J DEFGRID3
* xyz -1 1
C 0.3219 -1.0117 0.8633
O 1.0426 1.2500 -1.6461
O -1.3909 0.7747 -1.5696
O -0.4037 2.3261 -0.0049
S -0.2210 1.2289 -0.8818
Br -1.1637 -1.9283 1.6040
H 0.6399 -1.5842 -0.0419
H 1.1750 -1.0554 1.6770
*
```

Computed properties:
* HOMO-LUMO gap (spin up / spin down): 0.2522 / 0.2764 Eh
* relative energy (zero: lowest compared OMol25 entry of this formula, charge and spin): 60.2 kcal per mole
* highest occupied orbital energy (spin up / spin down): -3.6 / -4.1 eV

=====

Below is one molecule with the formula C5H6N4O at a distorted geometry, with properties calculated with wB97M-V/def2-TZVPD.

Geometry as ORCA input:
```
! wB97M-V def2-TZVPD RIJCOSX def2/J DEFGRID3
* xyz 0 1
N 2.3474 -1.3713 0.2251
N 2.4643 0.0255 -0.1384
C 1.3819 0.9328 -0.1115
O 1.5861 2.1248 -0.2609
C -0.0406 0.4113 -0.0211
C -1.0446 1.4289 0.1689
N -2.3383 1.1472 0.1642
C -2.6773 -0.1084 -0.0078
C -1.7391 -1.1016 -0.2245
N -0.4223 -0.8429 -0.3142
H 2.2004 -1.4207 1.2519
H 1.4808 -1.6291 -0.2710
H 3.3481 0.4405 -0.1672
H -0.6460 2.4016 0.3302
H -3.7413 -0.3110 -0.1372
H -2.1595 -2.1276 -0.4865
*
```

Computed properties:
* HOMO-LUMO gap: 0.3362 Eh
* SMILES: NNC(=O)c1cnccn1
* relative energy (zero: lowest compared OMol25 entry of this formula, charge and spin): 42.3 kcal per mole
* highest occupied orbital energy: -9.5 eV

=====

Below is an isolated ion of composition C5H8N3O2 and charge +1 at a distorted geometry, with properties calculated with wB97M-V/def2-TZVPD.

Geometry as ORCA input:
```
! wB97M-V def2-TZVPD RIJCOSX def2/J DEFGRID3
* xyz 1 1
H -3.1673 0.6564 1.0314
N -2.3838 1.3014 0.8134
C -1.9336 1.1254 -0.3392
N -0.8206 1.9390 -0.5774
C 0.4668 1.6393 -0.6401
C 1.2499 0.4825 -0.3883
C 0.6692 -0.7800 -0.0250
O -0.4942 -1.1382 -0.5959
N 1.2802 -1.6212 0.8361
C 0.8109 -2.8892 1.0939
O -0.1846 -3.3569 0.5745
H -1.9668 0.2345 -0.9023
H -1.0747 2.8727 -0.3816
H 1.1047 2.5122 -0.8570
H 2.3035 0.6577 -0.6022
H -0.6438 -2.1034 -0.3421
H 1.9285 -1.1375 1.3980
H 1.5445 -3.3760 1.7284
*
```

Computed properties:
* HOMO-LUMO gap: 0.3136 Eh
* SMILES: [H]/N=C/N/C=C\C(O)=[NH+]\C=O
* relative energy (zero: lowest compared OMol25 entry of this formula, charge and spin): 31.2 kcal per mole
* highest occupied orbital energy: -13.5 eV

=====

| no. | electronic energy (eV) |
| --- | --- |
| 1 | -86128.813 |
| 2 | -25289.263 |
| 3 | -114064.444 |
| 4 | -6845.325 |
| 5 | -100226.934 |
| 6 | -88088.788 |
| 7 | -13288.885 |
| 8 | -13871.868 |